Molecular formula: C27H57F3N8O9
Method: DFT, ωB97M-V/def2-TZVPD

Atoms and positions in Å:
C 1.7151 -2.5401 -2.1133
O 1.7584 -1.1762 -2.6640
C 0.4250 -0.6780 -3.0354
C -0.2328 0.2930 -1.8558
C -0.9382 -0.6640 -0.6824
N -2.4334 -0.4599 -0.6262
N -2.9690 -0.6629 0.6325
C -3.5411 0.4785 1.1375
O -4.2615 1.4658 1.6907
C -3.1792 -1.1790 -1.7230
C -4.7222 -0.5560 -1.8969
C -4.6728 1.0598 -2.3281
C -4.2642 1.2968 -3.8993
F -5.0042 0.4453 -4.8691
F -4.6642 2.7163 -4.2237
F -2.8028 1.2267 -4.1781
C -3.1411 -2.8147 -1.6537
N -3.8263 -3.4289 -0.4530
O -3.9173 -3.2921 -2.8463
C -3.0730 -3.3060 -4.0495
C -3.5606 -4.6264 -4.9478
O -3.4629 -2.1225 -4.8815
H 2.7011 -3.0875 -2.4579
H 1.7149 -2.5618 -0.9368
H 0.8175 -3.1940 -2.4983
H -0.3757 -1.5176 -3.2356
H 0.5289 0.0016 -4.0077
H -1.0119 1.0570 -2.3322
H 0.6326 0.9759 -1.4133
H -0.6624 -1.7864 -0.8641
H -0.4274 -0.3125 0.3345
H -2.6313 -0.8822 -2.7418
H -5.3023 -1.0791 -2.7971
H -5.3396 -0.7116 -0.8982
H -5.7465 1.5322 -2.1562
H -3.8616 1.5940 -1.6753
H -2.0453 -3.2603 -1.6804
H -3.4846 -4.4282 -0.3251
H -4.8666 -3.4016 -0.5422
H -1.9221 -3.3750 -3.8533
H -3.9219 -4.2391 -6.0154
H -2.6842 -5.3817 -5.1356
H -4.4944 -5.1729 -4.4810
H -4.4594 -2.0500 -4.7001
C 2.4921 2.3864 3.2876
N 2.0181 2.2936 1.9225
C 2.9121 2.6621 0.8450
C 0.7433 1.8659 1.6180
O 0.2798 1.7643 0.4889
H 2.7765 3.4224 3.4933
H 3.3638 1.7360 3.4039
H 1.7179 2.0793 3.9957
H 2.4622 3.4789 0.2725
H 3.0466 1.8009 0.1836
H 3.8819 2.9790 1.2386
H 0.1477 1.6112 2.5098
C 1.5978 -0.5584 8.6077
N 1.8882 -0.1137 7.2606
C 1.8112 -1.0702 6.1765
C 2.2354 1.1905 6.9792
O 2.4929 1.6319 5.8662
H 2.2997 -1.3529 8.8766
H 0.5751 -0.9451 8.6394
H 1.6935 0.2626 9.3232
H 2.7868 -1.1304 5.6847
H 1.0709 -0.7246 5.4487
H 1.5263 -2.0572 6.5512
H 2.2643 1.8333 7.8742
C -3.2403 -10.2742 -2.8774
N -3.1148 -8.8318 -2.9022
C -4.2868 -8.0232 -2.6403
C -1.9152 -8.2060 -3.1672
O -1.7399 -6.9944 -3.2035
H -3.9721 -10.5782 -3.6313
H -3.5846 -10.5819 -1.8858
H -2.2830 -10.7571 -3.0909
H -4.4795 -7.3841 -3.5073
H -4.0939 -7.3878 -1.7706
H -5.1578 -8.6557 -2.4482
H -1.0899 -8.9129 -3.3519
C 6.5603 4.4097 -2.2237
N 6.2182 4.6610 -0.8393
C 7.2299 4.4657 0.1777
C 4.9605 5.0798 -0.4606
O 4.6054 5.3099 0.6887
H 6.8722 3.3664 -2.3268
H 7.3845 5.0696 -2.5094
H 5.7068 4.5959 -2.8809
H 6.8776 3.7143 0.8909
H 7.3873 5.4091 0.7092
H 8.1705 4.1347 -0.2712
H 4.2690 5.1966 -1.3111
C 1.5978 6.8557 4.5141
N 1.8882 7.3003 3.1670
C 1.8112 6.3438 2.0829
C 2.2354 8.6046 2.8857
O 2.4929 9.0459 1.7726
H 2.2997 6.0611 4.7830
H 0.5751 6.4689 4.5458
H 1.6935 7.6766 5.2296
H 2.7868 6.2836 1.5911
H 1.0709 6.6894 1.3551
H 1.5263 5.3569 2.4576
H 2.2643 9.2474 3.7807

Properties
HOMO: -0.3028 Ha
calculated total energy: -2477.436977 Eh
Kohn-Sham gap: 8.692 eV
SMILES: COCCCN(N=C=O)[C@H](CCC(F)(F)F)[C@@H](N)O[C@@H](C)O.CN(C)C=O.CN(C)C=O.CN(C)C=O.CN(C)C=O.CN(C)C=O
LUMO energy: 0.45 eV
charge: 0

Here are the Löwdin charges for atoms 1 to 99, given in e: number 1, C, carries -0.13; number 2, O, carries -0.24; number 3, C, carries -0.21; number 4, C, carries -0.12; number 5, C, carries -0.14; number 6, N, carries -0.22; number 7, N, carries 0.07; number 8, C, carries -0.02; number 9, O, carries 0.00; number 10, C, carries -0.19; number 11, C, carries -0.10; number 12, C, carries -0.06; number 13, C, carries -0.23; number 14, F, carries 0.00; number 15, F, carries -0.03; number 16, F, carries 0.00; number 17, C, carries -0.29; number 18, N, carries 0.04; number 19, O, carries -0.15; number 20, C, carries -0.34; number 21, C, carries -0.04; number 22, O, carries -0.10; number 23, H, carries 0.10; number 24, H, carries 0.10; number 25, H, carries 0.09; number 26, H, carries 0.10; number 27, H, carries 0.14; number 28, H, carries 0.12; number 29, H, carries 0.10; number 30, H, carries 0.10; number 31, H, carries 0.12; number 32, H, carries 0.15; number 33, H, carries 0.12; number 34, H, carries 0.12; number 35, H, carries 0.15; number 36, H, carries 0.13; number 37, H, carries 0.15; number 38, H, carries 0.09; number 39, H, carries 0.08; number 40, H, carries 0.16; number 41, H, carries 0.09; number 42, H, carries 0.07; number 43, H, carries 0.08; number 44, H, carries 0.11; number 45, C, carries -0.08; number 46, N, carries -0.19; number 47, C, carries -0.05; number 48, C, carries -0.30; number 49, O, carries -0.04; number 50, H, carries 0.08; number 51, H, carries 0.09; number 52, H, carries 0.06; number 53, H, carries 0.09; number 54, H, carries 0.09; number 55, H, carries 0.08; number 56, H, carries 0.14; number 57, C, carries -0.06; number 58, N, carries -0.21; number 59, C, carries -0.04; number 60, C, carries -0.29; number 61, O, carries -0.02; number 62, H, carries 0.09; number 63, H, carries 0.09; number 64, H, carries 0.09; number 65, H, carries 0.09; number 66, H, carries 0.09; number 67, H, carries 0.09; number 68, H, carries 0.13; number 69, C, carries -0.07; number 70, N, carries -0.21; number 71, C, carries -0.04; number 72, C, carries -0.32; number 73, O, carries -0.01; number 74, H, carries 0.09; number 75, H, carries 0.09; number 76, H, carries 0.08; number 77, H, carries 0.08; number 78, H, carries 0.09; number 79, H, carries 0.09; number 80, H, carries 0.13; number 81, C, carries -0.06; number 82, N, carries -0.20; number 83, C, carries -0.05; number 84, C, carries -0.31; number 85, O, carries -0.01; number 86, H, carries 0.09; number 87, H, carries 0.09; number 88, H, carries 0.09; number 89, H, carries 0.09; number 90, H, carries 0.09; number 91, H, carries 0.09; number 92, H, carries 0.14; number 93, C, carries -0.07; number 94, N, carries -0.20; number 95, C, carries -0.04; number 96, C, carries -0.33; number 97, O, carries 0.00; number 98, H, carries 0.08; number 99, H, carries 0.09

Molecular formula: C27H58BaNP3
Method: DFT, ωB97M-V/def2-TZVPD

Atoms and positions in Å:
P 0.2128 -2.0773 -5.5893
P 0.4506 1.4421 -5.3615
C -0.0377 -0.8813 -7.0018
C 0.7354 0.4393 -6.9360
H -1.1156 -0.6794 -7.1061
H 0.2749 -1.4444 -7.9047
H 1.8121 0.2601 -7.0802
H 0.4058 1.0848 -7.7737
C -1.1726 2.0920 -5.9115
H -1.5668 2.7963 -5.1746
H -1.8988 1.2754 -6.0095
H -1.0843 2.6000 -6.8763
C 1.6248 2.8053 -5.6755
H 1.2573 3.4910 -6.4527
H 2.6104 2.4294 -5.9863
H 1.7734 3.3782 -4.7556
C -1.0659 -3.2894 -5.9931
H -1.2429 -3.9681 -5.1522
H -0.7642 -3.8862 -6.8656
H -2.0200 -2.7949 -6.2291
C 1.8429 -2.7416 -6.0211
H 2.5915 -1.9379 -6.0259
H 1.7918 -3.2002 -7.0171
H 2.1300 -3.4986 -5.2841
Ba 1.0294 0.1992 0.9267
C -0.1304 1.3578 -3.3417
C -1.5248 1.0522 -3.3697
C -1.8636 -0.2691 -3.8716
C -1.9623 -1.3681 -2.7456
C -0.9156 -2.3752 -2.9476
C 0.3604 -2.0968 -3.5016
C 1.1966 -0.8142 -3.3465
C 0.6696 0.3305 -2.4714
C 0.5935 -2.3562 1.5884
H 0.2277 2.4054 -3.2459
H -2.3222 1.7706 -3.1806
H -1.0437 -0.5673 -4.5982
H -2.7791 -0.2887 -4.4858
H -1.9047 -0.8935 -1.7399
H -2.9605 -1.8409 -2.8482
H -1.1607 -3.4197 -2.6859
H 1.0079 -2.9808 -3.4954
H 1.4283 -0.3775 -4.3815
H 2.2124 -1.1198 -3.0123
H 0.0517 -0.0490 -1.6292
H 1.5671 0.7956 -2.0359
H 1.3338 -3.0930 1.9292
H 0.5800 -2.3756 0.4775
H -0.4034 -2.6581 1.9366
C -2.0087 -1.4000 4.5247
C -0.7096 -0.9337 5.2112
C -0.9736 -0.7553 6.7204
C 0.3363 -2.0338 4.9864
P -0.1131 0.6409 4.3933
N -0.3113 0.5909 2.8146
C -1.0909 2.1221 4.9633
C -0.6768 2.6064 6.3580
C -0.9177 3.2751 3.9517
C -2.5774 1.7442 4.9815
C 1.7381 0.8185 4.6864
C 2.4916 -0.1949 3.7620
C 2.1271 2.2737 4.3646
C 2.1080 0.5411 6.1543
H -2.1850 -2.4531 4.7957
H -1.8919 -1.3372 3.4338
H -2.8784 -0.8069 4.8273
H -1.2741 -1.7339 7.1244
H -0.0969 -0.4211 7.2834
H -1.7973 -0.0647 6.9300
H 0.4812 -2.2025 3.9092
H 1.3047 -1.8320 5.4501
H -0.0582 -2.9733 5.4044
H 0.3511 2.9781 6.3969
H -1.3426 3.4486 6.6048
H -0.8029 1.8364 7.1297
H -1.0135 2.8644 2.9360
H -1.7296 4.0015 4.1066
H 0.0423 3.7871 4.0484
H -2.8478 1.2872 4.0215
H -2.8509 1.0789 5.8094
H -3.1544 2.6767 5.0850
H 3.3529 0.3138 3.2619
H 2.8858 -1.0454 4.3613
H 1.8020 -0.7026 3.0329
H 1.7375 2.9710 5.1202
H 3.2235 2.3552 4.3583
H 1.7748 2.5924 3.3692
H 1.5948 1.2095 6.8568
H 1.9285 -0.4896 6.4715
H 3.1902 0.7040 6.2588

Properties
HOMO: -0.2047 Ha
calculated total energy: -2167.528944 Eh
Kohn-Sham gap: 5.264 eV
LUMO energy: -0.31 eV
charge: 0

What are the Löwdin partial charges on each atom? They are as follows, in elementary charge units: number 1, P, carries 0.87; number 2, P, carries 0.93; number 3, C, carries -0.38; number 4, C, carries -0.38; number 5, H, carries 0.08; number 6, H, carries 0.08; number 7, H, carries 0.07; number 8, H, carries 0.08; number 9, C, carries -0.22; number 10, H, carries 0.05; number 11, H, carries 0.05; number 12, H, carries 0.05; number 13, C, carries -0.23; number 14, H, carries 0.05; number 15, H, carries 0.05; number 16, H, carries 0.04; number 17, C, carries -0.21; number 18, H, carries 0.04; number 19, H, carries 0.05; number 20, H, carries 0.06; number 21, C, carries -0.22; number 22, H, carries 0.05; number 23, H, carries 0.05; number 24, H, carries 0.05; number 25, Ba, carries 1.56; number 26, C, carries -0.35; number 27, C, carries -0.24; number 28, C, carries -0.24; number 29, C, carries -0.21; number 30, C, carries -0.21; number 31, C, carries -0.38; number 32, C, carries -0.24; number 33, C, carries -0.23; number 34, C, carries -0.41; number 35, H, carries 0.10; number 36, H, carries 0.10; number 37, H, carries 0.04; number 38, H, carries 0.11; number 39, H, carries 0.10; number 40, H, carries 0.11; number 41, H, carries 0.09; number 42, H, carries 0.09; number 43, H, carries 0.04; number 44, H, carries 0.11; number 45, H, carries 0.03; number 46, H, carries 0.07; number 47, H, carries -0.06; number 48, H, carries -0.12; number 49, H, carries -0.06; number 50, C, carries -0.09; number 51, C, carries -0.60; number 52, C, carries -0.09; number 53, C, carries -0.09; number 54, P, carries 0.79; number 55, N, carries -0.64; number 56, C, carries -0.62; number 57, C, carries -0.09; number 58, C, carries -0.11; number 59, C, carries -0.10; number 60, C, carries -0.60; number 61, C, carries -0.15; number 62, C, carries -0.11; number 63, C, carries -0.10; number 64, H, carries 0.09; number 65, H, carries 0.06; number 66, H, carries 0.06; number 67, H, carries 0.09; number 68, H, carries 0.06; number 69, H, carries 0.05; number 70, H, carries 0.04; number 71, H, carries 0.05; number 72, H, carries 0.09; number 73, H, carries 0.05; number 74, H, carries 0.09; number 75, H, carries 0.06; number 76, H, carries 0.05; number 77, H, carries 0.08; number 78, H, carries 0.06; number 79, H, carries 0.08; number 80, H, carries 0.06; number 81, H, carries 0.08; number 82, H, carries 0.08; number 83, H, carries 0.09; number 84, H, carries -0.06; number 85, H, carries 0.06; number 86, H, carries 0.08; number 87, H, carries 0.07; number 88, H, carries 0.07; number 89, H, carries 0.06; number 90, H, carries 0.09